[1]
DFT (ωB97M-V/def2-TZVPD) results for one molecule with the formula C20H21FN2O3 in a non-equilibrium geometry.

Its SMILES is CC1(CN2CCc3nc(OCc4cccc(F)c4)ccc3C2=O)COC1. Its total charge is 0. The molecular weight is 356.40 g/mol. The value obtained for the HOMO-LUMO gap is 9.6 eV. The calculation puts the largest force on an atom at 2.35 eV/A. For the energy above the lowest of the compared OMol25 structures with the same formula, charge and spin, the calculation gives 46.7 kcal/mol. The lowest unoccupied orbital energy is 0.578 eV. As for the energy: -1209.789956 Ha.

Element x y z (Å)
O -0.50677 3.02760 1.60086
F 0.49955 -4.09156 -1.98861
N 2.33654 -0.00039 -0.51063
O 4.37735 -0.82013 0.40198
O -4.45123 0.54119 0.93289
C -0.31094 2.13688 0.79879
C 3.19008 -0.09649 0.49880
C 1.20264 0.64344 -0.36246
C 3.00910 0.63611 1.62427
C 2.79985 -4.97003 0.69362
C 1.69269 -5.01032 -0.16030
C 1.86855 1.42820 1.78267
C 3.72212 -3.95460 0.56636
C 2.51405 -3.05152 -1.32511
C 1.56219 -4.04049 -1.16728
C 0.91966 1.36152 0.77697
C 3.59283 -2.96365 -0.45103
N -1.27124 1.89084 -0.17756
C 4.53824 -1.81230 -0.61079
C -4.70522 3.51022 0.24201
C -4.38550 1.08436 -0.37364
C -3.68786 1.57500 1.56316
C 0.31962 0.58529 -1.56196
C -1.09901 0.76560 -1.06298
C -2.39647 2.82410 -0.40794
C -3.74342 2.34312 0.21790
H 3.77032 0.64310 2.36924
H 2.88906 -5.73570 1.44965
H 0.98229 -5.82995 -0.01658
H 1.73319 2.06240 2.61875
H 4.51926 -3.89679 1.27084
H 2.42324 -2.33087 -2.12357
H 4.44358 -1.28322 -1.57106
H 5.56549 -2.22515 -0.53749
H -4.85518 3.95122 -0.74950
H -4.32041 4.29616 0.87030
H -5.68178 3.20683 0.66348
H -5.39159 1.15273 -0.80160
H -3.80427 0.45631 -1.03698
H -4.22153 2.15038 2.32922
H -2.69125 1.29841 1.96039
H 0.52447 1.41178 -2.21482
H 0.47706 -0.38330 -2.07808
H -1.80864 0.89805 -1.91758
H -1.40103 -0.15600 -0.56586
H -2.53021 2.96031 -1.47000
H -2.20945 3.81132 0.01129

[2]
DFT (ωB97M-V/def2-TZVPD) results for one molecule with the formula C20H21FN4O3S in a non-equilibrium geometry.

Its SMILES is CCC(C)(C)NC(=O)[C@H](c1ccco1)N(C(=O)c1csnn1)c1cccc(F)c1. Its total charge is 0. The molecular weight is 416.48 g/mol. The value obtained for the HOMO-LUMO gap is 8.3 eV. The calculation puts the largest force on an atom at 1.65 eV/A. For the energy above the lowest of the compared OMol25 structures with the same formula, charge and spin, the calculation gives 42.1 kcal/mol. The lowest unoccupied orbital energy is -0.139 eV. As for the energy: -1717.513690 Ha.

Element x y z (Å)
C -4.90164 -1.78129 1.52598
H -5.36204 -1.88903 0.54835
H -5.62028 -1.30023 2.18542
H -4.68934 -2.77002 1.92509
C -3.64089 -0.92982 1.44520
H -3.22200 -0.81243 2.44810
H -3.90335 0.06165 1.07493
C -2.53786 -1.48779 0.52746
N -1.41495 -0.54089 0.56398
C -1.43423 0.69321 0.03326
O -2.41764 1.28021 -0.35074
C -0.04947 1.38726 0.07210
C 0.01719 2.52620 -0.89096
C -0.40940 2.66052 -2.17779
C -0.01479 3.95803 -2.58522
C 0.62441 4.50927 -1.51957
O 0.65498 3.65046 -0.48671
H 1.08272 5.46706 -1.37159
H -0.18840 4.41278 -3.53872
H -0.94126 1.92612 -2.74457
N 1.04776 0.44317 -0.16886
C 0.98340 -0.37306 -1.25501
O 0.05884 -0.38101 -2.04141
C 2.09279 -1.35797 -1.35400
C 2.58192 -1.89729 -2.52313
S 3.77618 -3.03987 -2.11984
N 3.54524 -2.76325 -0.49971
N 2.67436 -1.89610 -0.26112
H 2.29841 -1.66951 -3.52898
C 2.24663 0.64920 0.55131
C 3.41139 1.01354 -0.11673
C 4.58192 1.22047 0.58985
C 4.60502 1.08505 1.96677
C 3.43257 0.74043 2.61444
C 2.25051 0.52040 1.93422
H 1.36163 0.24101 2.47764
F 3.43729 0.61146 3.95393
H 5.50653 1.24364 2.53578
H 5.48252 1.49785 0.06437
H 3.39044 1.13662 -1.18966
H 0.08955 1.79165 1.08113
H -0.52003 -0.93658 0.80831
C -3.01645 -1.63285 -0.91842
H -3.50039 -0.71635 -1.24202
H -2.16385 -1.81240 -1.56992
H -3.71203 -2.46131 -1.01145
C -1.99443 -2.81971 1.04197
H -1.16327 -3.15084 0.42153
H -2.76557 -3.58272 1.00471
H -1.65067 -2.72492 2.07029

[3]
DFT (ωB97M-V/def2-TZVPD) results for C20H21HfO3 as an isolated structure in a non-equilibrium geometry.

Its total charge is +1. The molecular weight is 487.87 g/mol. The value obtained for the HOMO-LUMO gap is 7.0 eV. The calculation puts the largest force on an atom at 3.85 eV/A. The lowest unoccupied orbital energy is -4.007 eV. As for the energy: -1048.130902 Ha.

Element x y z (Å)
C -1.49471 -1.97898 2.65208
C -0.44639 -2.95078 2.45332
C 0.79613 -2.19967 2.32805
H -0.53050 -4.04410 2.52942
C 0.48169 -0.80477 2.44793
C -0.91812 -0.67720 2.66482
H -1.42075 0.26106 2.91450
H -2.52354 -2.21826 2.94032
H 1.80219 -2.62674 2.29469
H 1.20642 0.00982 2.50612
C -1.81152 -1.50732 -1.77746
C -2.22140 -2.72427 -1.10210
C -2.90017 -2.32547 0.11571
H -2.15143 -3.74236 -1.50401
C -2.85494 -0.88681 0.19518
C -2.20828 -0.39154 -0.97678
H -2.11621 0.65577 -1.25924
H -1.39239 -1.44179 -2.78033
H -3.47388 -2.99731 0.76892
H -3.34262 -0.26271 0.94269
Hf -0.63638 -2.06167 0.38899
O 0.18773 1.98830 0.19863
C 1.47340 1.28528 -0.36747
C 1.35940 2.62963 0.20078
H 1.71677 0.47032 0.32097
H 1.71795 1.26853 -1.45703
H 1.91123 2.70863 1.13679
H 1.78462 5.02011 1.04077
C 1.42888 5.05039 -0.00601
C 1.26342 3.82055 -0.63965
C 0.57639 3.67383 -1.86853
H 0.26151 2.67443 -2.20710
C 0.37523 4.80290 -2.64249
H -0.02712 4.66802 -3.66759
C 0.75856 6.05234 -2.10318
H 0.60282 6.93181 -2.71422
C 1.24757 6.19951 -0.77365
H 1.53204 7.18149 -0.36354
C 1.59434 -5.36582 -0.25365
O 1.82263 -4.03914 -0.91134
C 0.94013 -3.18329 -0.55090
O 1.04686 -1.90625 -0.83597
H 2.24401 -6.09242 -0.74790
H 0.53035 -5.64217 -0.35776
H 1.80807 -5.28187 0.82722

[4]
DFT (ωB97M-V/def2-TZVPD) results for C20H21INO2PRuS2 as an isolated structure in a non-equilibrium geometry.

Its total charge is -1. Its expectation value of S² is 8.8217. The molecular weight is 630.48 g/mol. The value obtained for the HOMO-LUMO gap (alpha / beta) is 6.8 / 5.7 eV. The calculation puts the largest force on an atom at 1.25 eV/A. For the energy above the lowest of the compared OMol25 structures with the same formula, charge and spin, the calculation gives 5.2 kcal/mol. The lowest unoccupied orbital energy (alpha / beta) is 2.800 / 1.412 eV. As for the energy: -2510.377762 Ha. The spin multiplicity is 6.

Element x y z (Å)
Ru -0.42614 0.53664 -1.00238
I -1.16876 -1.98068 -1.63257
C 0.35480 -1.62867 1.71869
C -0.37825 -2.53616 2.44534
C 0.21841 -3.66863 3.02094
C 1.55998 -3.85926 2.89440
C 2.35510 -2.96560 2.14195
C 3.74373 -3.19743 2.04800
C 4.52566 -2.37020 1.29388
C 3.94277 -1.31928 0.58182
C 2.58312 -1.05020 0.63390
C 1.74621 -1.85105 1.48112
H -1.43420 -2.37160 2.58592
H -0.38886 -4.36437 3.58683
H 2.04579 -4.70954 3.36062
H 4.16913 -4.03887 2.58251
H 5.59204 -2.54451 1.21022
H 4.55245 -0.69514 -0.05819
C 2.15811 1.65470 3.10531
C 0.93132 2.00742 2.28233
O -0.03646 0.95785 2.35636
P -0.50388 -0.09164 1.20748
S -1.15552 2.59287 -0.38683
S 2.07860 0.23569 -0.43813
O -1.93551 -0.43893 1.87209
C -3.12118 0.35245 1.67994
C -3.91538 -0.04013 0.44701
H 2.94632 2.38842 2.92931
H 2.53163 0.67131 2.82192
H 1.91333 1.64139 4.16907
H 1.20535 2.20512 1.25031
H 0.44322 2.90101 2.67907
H -2.85554 1.41251 1.64887
H -3.71881 0.17530 2.57568
H -3.39920 0.29709 -0.44806
H -4.90254 0.42604 0.47316
H -4.01979 -1.12293 0.38907
N -0.26004 1.07637 -2.82329
C -0.87297 1.62634 -3.85302
C -0.17875 1.87750 -5.07426
C -0.82804 2.42696 -6.15544
C -2.17506 2.77780 -6.07926
C -2.87526 2.55276 -4.89304
C -2.25778 1.97889 -3.80864
H 0.86846 1.60721 -5.11552
H -0.28345 2.59957 -7.07639
H -2.67236 3.22359 -6.93101
H -3.91920 2.83400 -4.81920
H -2.78262 1.80803 -2.87785

[5]
DFT (ωB97M-V/def2-TZVPD) results for a 2-piece molecular cluster, C20H21N2O7 overall in a non-equilibrium geometry.

Its total charge is -1. The molecular weight is 401.39 g/mol. The value obtained for the HOMO-LUMO gap is 6.5 eV. The calculation puts the largest force on an atom at 2.90 eV/A. The lowest unoccupied orbital energy is 2.750 eV. As for the energy: -1411.003219 Ha.

Element x y z (Å)
C -0.68466 -3.15036 0.58016
C -0.38058 -2.31606 -0.59188
C 0.99009 -1.92853 -0.86005
O 1.77439 -1.58220 0.03116
C 1.41886 -1.90897 -2.34765
C 0.59288 -2.85141 -3.17940
O -0.84570 -2.60309 -2.99077
C -1.33215 -2.43707 -1.73208
O -2.53838 -2.38231 -1.54182
H -1.71260 -3.52431 0.49973
H 0.01801 -3.99706 0.65865
H -0.60818 -2.58125 1.50846
H 1.30336 -0.87696 -2.71601
H 2.47860 -2.18356 -2.40269
H 0.76054 -2.69737 -4.24899
H 0.82540 -3.89886 -2.93061
C -0.44666 4.16526 -4.21032
O -1.54867 3.87300 -3.33852
C -1.42825 2.79030 -2.52585
C -2.53363 2.54297 -1.67793
C -2.46178 1.53384 -0.74565
C -1.26229 0.81083 -0.55554
C -1.12496 -0.16102 0.54013
C -0.37486 0.08238 1.65761
C -0.64353 -0.69010 2.88850
O -1.64629 -1.39565 3.04418
N 0.29745 -0.57847 3.91719
C 0.11579 -1.41350 5.08217
C 1.52979 0.08336 3.80755
O 2.42491 -0.02149 4.63986
N 1.66082 0.91858 2.69264
C 2.81348 1.79099 2.70253
C 0.63851 1.16295 1.76111
O 0.64795 2.21070 1.11627
C -0.17766 1.05852 -1.41159
C -0.26253 1.99007 -2.43295
H -0.77679 5.03908 -4.76750
H 0.46263 4.39382 -3.63900
H -0.25313 3.32564 -4.89045
H -3.40383 3.19145 -1.76575
H -3.29784 1.30851 -0.07873
H -1.87248 -0.95680 0.56668
H 0.94037 -1.19404 5.75313
H -0.84286 -1.18529 5.54961
H 0.12912 -2.47000 4.79682
H 2.82659 2.33076 1.76039
H 2.74027 2.49937 3.53393
H 3.71705 1.19625 2.83269
H 0.76390 0.52603 -1.24163
H 0.58952 2.16105 -3.09778

[6]
DFT (ωB97M-V/def2-TZVPD) results for one molecule with the formula C20H21N3O3.

Its SMILES is COc1ccc(-n2cnc3cc(C(=O)NC[C@@H]4CCCO4)ccc32)cc1. Its total charge is 0. The molecular weight is 351.41 g/mol. The value obtained for the HOMO-LUMO gap is 9.0 eV. The calculation puts the largest force on an atom at 0.81 eV/A. For the energy above the lowest of the compared OMol25 structures with the same formula, charge and spin, the calculation gives 58.2 kcal/mol. The lowest unoccupied orbital energy is 0.634 eV. As for the energy: -1164.738317 Ha.

Element x y z (Å)
C -8.35172 -1.78631 0.58849
H -7.75822 -2.61687 0.98351
O -7.80416 -0.54107 0.95167
C -6.54976 -0.23291 0.53365
C -5.74055 -1.05588 -0.24352
C -4.47466 -0.63699 -0.61290
C -3.99359 0.59970 -0.20576
C -4.80318 1.42797 0.56868
C -6.06580 1.01656 0.93047
H -6.70366 1.64515 1.53073
H -4.43309 2.38916 0.89196
N -2.71092 1.02583 -0.58316
C -2.37402 2.26819 -1.04821
N -1.12467 2.39848 -1.35882
C -0.55365 1.18021 -1.08467
C 0.76468 0.76555 -1.21618
C 1.07504 -0.53195 -0.84034
C 0.08149 -1.39396 -0.34906
C -1.23046 -1.00010 -0.20881
C -1.54491 0.29537 -0.59345
H -1.97608 -1.67006 0.19100
H 0.38194 -2.39516 -0.08059
C 2.45190 -1.09769 -0.95162
O 2.65803 -2.28546 -1.10651
N 3.45398 -0.18440 -0.87343
H 3.23027 0.76487 -0.62313
C 4.84426 -0.56062 -0.87391
H 5.39938 0.06594 -1.58004
C 5.47612 -0.44273 0.52505
H 4.91884 -1.09539 1.20946
C 5.51196 1.01158 1.03766
H 4.75103 1.19880 1.79221
H 5.36199 1.70445 0.20726
C 6.93253 1.15587 1.58382
H 7.31370 2.17230 1.52105
C 7.69282 0.18260 0.68567
H 8.61207 -0.20244 1.12860
O 6.81725 -0.90947 0.50090
H 7.93096 0.65298 -0.28032
H 6.97923 0.81798 2.61918
H 4.89805 -1.60123 -1.20074
H 1.49412 1.44458 -1.62878
H -3.10530 3.04563 -1.15981
H -3.86339 -1.27091 -1.23680
H -6.08469 -2.02216 -0.57573
H -8.44014 -1.88495 -0.49806
H -9.34502 -1.81105 1.03334